[1]
A 5-piece molecular cluster, C27H42BClF12NO13S overall in a non-equilibrium geometry. Source: the Open Molecules 2025 dataset; level of theory: ωB97M-V with the def2-TZVPD basis set.

Geometry as XYZ:
```
98
Properties=species:S:1:pos:R:3:lowdin_charge:R:1
C 1.3642 -2.8235 -4.4410 -0.0900
C 0.5309 -1.6573 -5.1438 -0.3768
O -0.5759 -2.3057 -5.8668 -0.1101
C 1.3598 -0.7557 -6.1608 -0.1239
C 2.1558 0.4475 -5.4451 -0.6649
Cl 3.4568 -0.2280 -4.2773 0.6452
O 1.3317 1.5196 -4.9556 -0.0628
B 2.1574 2.7396 -4.6581 -0.9044
C 1.6887 4.1725 -5.3180 -0.1003
C 2.8620 5.0399 -5.9674 -0.3021
N 3.9431 5.4418 -5.0250 -0.0304
C 2.2933 2.7742 -3.0256 -0.1032
C 0.9882 3.2690 -2.2499 -0.2095
C -0.2557 2.2765 -2.3338 -0.0900
C 0.0023 0.8388 -1.6806 -0.3904
O -0.8871 -0.0405 -1.8306 0.0042
O 1.1530 0.5462 -0.9275 0.0470
O 3.3863 2.4071 -5.4574 -0.1151
C 3.1092 1.3682 -6.4188 -0.5580
S 2.0378 1.8926 -7.8880 0.7226
H 0.7052 -3.6700 -4.0301 0.0717
H 1.8697 -2.3675 -3.5156 0.0515
H 2.1783 -3.2249 -5.1357 0.0830
H 0.0247 -0.9421 -4.4072 0.1420
H -0.9087 -3.0518 -5.3208 0.0742
H 2.1132 -1.3518 -6.7944 0.1284
H 0.6003 -0.3415 -6.9172 0.1109
H 0.9253 3.9739 -6.1613 0.0915
H 1.1451 4.8707 -4.5775 0.0880
H 2.3742 6.0210 -6.3352 0.0912
H 3.3379 4.5763 -6.8934 0.0963
H 3.7303 5.2157 -4.0507 0.0415
H 4.8646 5.1122 -5.3175 0.0551
H 2.6288 1.8003 -2.5463 0.0696
H 3.1219 3.5449 -2.7831 0.1008
H 1.2773 3.3304 -1.1342 0.1031
H 0.6728 4.3413 -2.5203 0.1020
H -0.6113 2.0999 -3.4106 0.1321
H -1.1795 2.6906 -1.7859 0.1209
H 0.9444 -0.0600 -0.1887 0.0898
H 3.9936 0.8091 -6.8535 0.1081
H 2.1865 0.9563 -8.9009 -0.1432
C -2.3884 -3.1763 0.7619 -0.0501
C -1.2211 -3.7244 -0.0351 -0.1786
O -0.0178 -3.7216 0.7532 0.0219
C 0.1169 -4.7332 1.6247 -0.3780
O -0.6906 -5.6110 1.7792 0.1619
C 1.4519 -4.6310 2.3564 -0.5097
F 1.7033 -3.3847 2.8003 0.1582
F 2.4866 -4.9673 1.5616 0.1629
F 1.5175 -5.4378 3.4318 0.1421
H -2.1546 -2.1963 1.1483 0.0469
H -3.2816 -3.1068 0.1383 0.0927
H -2.6157 -3.8127 1.6204 0.0818
H -1.0331 -3.0807 -0.8976 0.1258
H -1.4282 -4.7264 -0.4205 0.1253
C 2.8473 -7.0739 6.3842 -0.0584
C 2.9726 -7.8147 5.0675 -0.1999
O 4.2226 -8.5212 4.9958 0.0282
C 4.2730 -9.6950 5.6488 -0.3768
O 3.3590 -10.1654 6.2717 0.1635
C 5.6338 -10.3570 5.4518 -0.5198
F 6.6551 -9.4963 5.6299 0.1553
F 5.7687 -10.8598 4.2086 0.1579
F 5.8413 -11.3754 6.3023 0.1570
H 3.7064 -6.4158 6.5365 0.0852
H 1.9343 -6.4767 6.4051 0.0823
H 2.8251 -7.7679 7.2274 0.0751
H 2.9688 -7.0987 4.2447 0.1080
H 2.1333 -8.4961 4.9052 0.1309
C -2.5764 3.2208 3.8269 -0.0662
C -1.7253 2.9062 2.6126 -0.1870
O -1.0102 1.6729 2.7927 0.0303
C -1.7140 0.5487 2.5760 -0.3678
O -2.8716 0.5228 2.2557 0.1730
C -0.8253 -0.6784 2.7535 -0.5051
F -0.0746 -0.6169 3.8702 0.1639
F 0.0338 -0.8283 1.7266 0.1600
F -1.5275 -1.8227 2.8307 0.1248
H -1.9644 3.2245 4.7329 0.0912
H -3.0527 4.1888 3.7190 0.0549
H -3.3536 2.4671 3.9715 0.0820
H -0.9740 3.6875 2.4804 0.1308
H -2.3224 2.8759 1.6973 0.1281
C -7.3902 8.5026 4.4938 -0.0640
C -6.5573 8.1887 3.2663 -0.2032
O -5.8512 6.9490 3.4306 0.0240
C -6.5684 5.8308 3.2163 -0.3699
O -7.7297 5.8185 2.9099 0.1700
C -5.6889 4.5943 3.3776 -0.5106
F -4.9246 4.6477 4.4921 0.1317
F -4.8457 4.4441 2.3371 0.1566
F -6.3989 3.4596 3.4587 0.1697
H -6.7670 8.4954 5.3915 0.0833
H -7.8640 9.4810 4.3983 0.0821
H -8.1714 7.7542 4.6429 0.0765
H -5.8009 8.9643 3.1294 0.1262
H -7.1661 8.1689 2.3587 0.1274
```

Charge: -1
Total energy (hartree): -4168.63190
Max |F| (eV/A): 3.83


[2]
C27H42BN9O8SSe3TeY as an isolated structure in a non-equilibrium geometry. Source: the Open Molecules 2025 dataset; level of theory: ωB97M-V with the def2-TZVPD basis set.

Geometry as XYZ:
```
93
Properties=species:S:1:pos:R:3:lowdin_charge:R:1
Y -0.1455 0.2365 -0.3985 1.1589
Se 0.2059 -1.3444 -2.9128 -0.0058
Se 0.3877 0.2858 -4.6261 -0.2406
Te -0.6949 2.4093 -3.8180 0.2383
Se 0.6720 2.8124 -1.7648 -0.1645
C 3.1035 -3.1193 -1.4395 -0.1871
C 3.7309 -4.4941 -1.0787 -0.1604
N 3.3456 -4.8953 0.2780 -0.1650
C 1.8847 -5.0268 0.3229 -0.1491
C 1.2094 -3.7023 -0.1210 -0.1572
N 2.2266 -2.6730 -0.3554 -0.1564
C 3.0333 -2.5009 0.8535 -0.1532
C 3.7486 -3.8330 1.2053 -0.1568
H 2.5143 -3.1705 -2.3569 0.0734
H 3.8716 -2.3571 -1.5854 0.1007
H 4.8225 -4.4584 -1.1268 0.1062
H 3.3962 -5.2738 -1.7674 0.1092
H 1.6007 -5.2928 1.3443 0.1094
H 1.5970 -5.8579 -0.3255 0.1090
H 0.5168 -3.3371 0.6380 0.1020
H 0.6547 -3.8364 -1.0511 0.0853
H 2.3664 -2.1819 1.6516 0.0858
H 3.7472 -1.6946 0.6708 0.1111
H 3.5028 -4.1584 2.2203 0.1025
H 4.8358 -3.7329 1.1469 0.1079
O -4.4629 6.7939 2.8715 -0.0407
C -3.2030 7.4187 2.8104 -0.2638
N -2.0981 6.4912 2.8604 0.0787
C -1.9662 5.6079 1.8204 -0.4261
O -2.7107 5.6639 0.8572 0.0832
C -0.8776 4.5943 1.9387 -0.1019
C 0.2293 4.7709 2.7588 -0.0208
C 1.1767 3.7672 2.8254 -0.0430
C 0.9637 2.6172 2.0802 -0.1344
N -0.0795 2.4512 1.2756 -0.0038
C -0.9763 3.4298 1.1864 -0.0889
H -4.5369 6.2812 2.0543 0.0794
H -3.1342 8.0809 3.6710 0.1229
H -3.1079 8.0009 1.8929 0.1260
H -1.7423 6.2153 3.7599 0.1286
H 0.3683 5.6907 3.3146 0.1106
H 2.0599 3.8613 3.4421 0.1037
H 1.6617 1.7874 2.1228 0.1108
H -1.8052 3.2809 0.5100 0.1095
N -3.7615 -0.7185 2.0460 0.1151
C -3.5365 -1.8776 1.3935 -0.6840
N -2.7582 -2.0018 0.3647 0.1215
C -2.7424 -3.3277 -0.0599 -0.2946
C -2.0956 -3.7884 -1.2018 -0.0371
C -2.1568 -5.1357 -1.5117 -0.0872
C -2.8603 -6.0334 -0.7068 -0.1080
C -3.5385 -5.5830 0.4150 -0.1089
C -3.4771 -4.2307 0.7186 -0.4796
S -4.2629 -3.3588 2.0069 1.0515
H -3.3964 0.1238 1.6004 0.0769
H -4.5798 -0.6414 2.6214 0.0991
H -1.5775 -3.0846 -1.8416 0.0223
H -1.6557 -5.4934 -2.4026 0.1028
H -2.8916 -7.0837 -0.9659 0.0930
H -4.1040 -6.2683 1.0333 0.0991
N 3.9999 1.8386 -0.9135 0.1540
C 3.1138 0.8087 -1.1139 -0.7358
N 3.2100 0.1190 -2.2546 0.1717
O 2.3306 0.4962 -0.1969 -0.1566
H 4.3157 2.3137 -1.7442 0.0949
H 3.6818 2.4658 -0.1919 0.0911
H 3.6032 0.5628 -3.0666 0.1066
H 2.4527 -0.5511 -2.4292 -0.0405
C 1.6283 -1.7886 4.3699 -0.0184
C 0.1890 -1.7879 3.8633 -0.4704
C -0.4977 -3.0739 4.3000 -0.0081
O 0.2543 -1.8018 2.4300 -0.0148
B -0.2031 -0.6019 1.8613 -0.5887
O -0.7068 0.1868 2.9103 0.0018
C -0.6033 -0.4706 4.1862 -0.4682
C 0.1162 0.4920 5.1242 -0.0209
C -2.0082 -0.7095 4.7178 -0.0262
H 2.1229 -2.6975 4.0229 0.0794
H 1.6794 -1.7692 5.4604 0.0871
H 2.1859 -0.9379 3.9778 0.0907
H 0.1165 -3.9222 3.9932 0.0877
H -1.4738 -3.1802 3.8286 0.0743
H -0.6221 -3.1191 5.3845 0.0897
H 1.0782 0.8009 4.7180 0.0764
H 0.2791 0.0509 6.1103 0.0872
H -0.4975 1.3857 5.2480 0.0883
H -2.5900 -1.3427 4.0536 0.0535
H -2.5224 0.2497 4.7954 0.0917
H -1.9739 -1.1667 5.7096 0.0883
O -4.2142 0.5317 -1.0175 0.0756
N -3.0256 0.6637 -0.8827 -0.5574
O -2.1971 0.3595 -1.7671 -0.2411
O -2.5089 1.1038 0.2118 -0.1584
```

Charge: -1
Relative energy (zero: lowest compared OMol25 entry of this formula, charge and spin) (eV): 1.6299
Max |F| (eV/A): 2.54